# 1
This record from OMol25 describes a single C5H8O molecule. The level of theory is ωB97M-V/def2-TZVPD.

XYZ file:
```
14
Properties=species:S:1:pos:R:3:nbo_charge:R:1
C 0.05393 -0.50405 1.09232 -0.409
C -0.73110 -1.58079 0.31243 -0.577
C -0.59062 -0.71422 -0.90130 0.179
O -0.77033 1.88600 -0.72392 -0.727
C 0.57337 1.47112 -0.59908 -0.055
C 0.60124 -0.01712 -0.27861 -0.419
H -0.59210 0.23160 1.57602 0.226
H 0.80150 -0.87116 1.79627 0.218
H -1.75523 -1.84247 0.59366 0.231
H -0.14436 -2.50284 0.23673 0.252
H -1.17446 1.21209 -1.30463 0.485
H 1.01825 2.04046 0.22281 0.181
H 1.14447 1.68146 -1.51594 0.165
H 1.56544 -0.49010 -0.50676 0.250
```

Properties
HOMO-LUMO gap (Eh): 0.3037
Molecular weight (g mol⁻¹): 84.1
LUMO (eV): -0.36

=====

# 2
This record from OMol25 describes C19H24HgN2OSb as an isolated structure. The level of theory is ωB97M-V/def2-TZVPD.

XYZ file:
```
48
Properties=species:S:1:pos:R:3:nbo_charge:R:1
Hg -0.06831 0.81490 1.43343 0.016
C 1.38012 -2.56309 3.69842 -0.635
C 0.57647 -1.37998 4.16235 0.001
C 1.21086 -0.24582 4.66636 -0.225
C 0.48037 0.85941 5.07355 -0.195
C -0.90543 0.85424 4.97855 -0.233
C -1.54898 -0.26843 4.48192 -0.206
C -0.81208 -1.37668 4.08376 -0.226
H 2.16077 -2.25490 3.00161 0.231
H 0.74842 -3.29155 3.19111 0.214
H 1.86275 -3.06479 4.53977 0.216
H 2.29328 -0.22418 4.72381 0.211
H 0.99486 1.73496 5.44913 0.211
H -1.47599 1.72733 5.26745 0.213
H -2.62649 -0.27522 4.37633 0.213
H -1.32096 -2.24178 3.67456 0.210
O 1.95308 -1.14122 -0.36339 -0.469
C 2.02476 -1.02853 -1.59419 0.387
C 2.03061 -2.18745 -2.46475 -0.196
C 1.94280 -2.05397 -3.81820 -0.230
C 1.86686 -0.77338 -4.39556 -0.138
C 1.91028 0.37420 -3.60610 -0.224
C 2.02202 0.28994 -2.23306 -0.053
C 2.06791 1.48185 -1.39468 0.294
N 2.84584 1.68993 -0.35705 -0.413
C 2.55994 2.95540 0.07140 -0.090
C 1.58097 3.51600 -0.69952 -0.096
N 1.27917 2.57094 -1.64216 -0.514
H 2.07059 -3.15070 -1.97339 0.228
H 1.91901 -2.92763 -4.45625 0.222
H 1.79381 -0.67452 -5.47048 0.216
H 1.89743 1.34526 -4.08716 0.217
H 3.06499 3.39614 0.91442 0.213
H 1.07880 4.46606 -0.65773 0.222
H 0.53908 2.62228 -2.32015 0.422
C -4.78073 -0.52364 -1.92316 -1.001
Sb -2.91395 -0.28939 -0.88118 0.999
C -2.57936 1.72487 -1.55005 -1.000
C -1.72470 -1.14201 -2.45309 -0.997
H -4.67193 -0.25035 -2.97302 0.217
H -5.54035 0.11173 -1.46800 0.224
H -5.11503 -1.55832 -1.85559 0.224
H -2.89343 1.83190 -2.58868 0.217
H -1.51522 1.94861 -1.46623 0.213
H -3.12683 2.43211 -0.92858 0.228
H -2.07631 -0.79050 -3.42377 0.217
H -1.77262 -2.22993 -2.42344 0.226
H -0.68716 -0.84009 -2.31929 0.220
```

Properties
<S²>: 0.800
HOMO-LUMO gap (spin up / spin down) (Eh): 0.3124 / 0.2146
Molecular weight (g mol⁻¹): 618.8
2S+1: 2
LUMO (spin up / spin down) (eV): 0.64 / -2.02

=====

# 3
This record from OMol25 describes a 2-piece molecular cluster, C2H2F2OS overall at a distorted geometry. The level of theory is ωB97M-V/def2-TZVPD.

XYZ file:
```
8
Properties=species:S:1:pos:R:3:nbo_charge:R:1
C -1.34415 0.36620 -0.36170 0.723
C 0.79703 0.04891 -0.15503 0.073
O -1.60200 1.06215 0.55041 -0.592
F -2.40167 0.02480 -1.21302 -0.368
F 1.13573 -0.90191 -1.05392 -0.323
S 0.82787 -0.31696 1.54007 0.125
H 1.03489 1.09257 -0.59935 0.226
H 1.55229 -1.37577 1.29254 0.136
```

Properties
HOMO-LUMO gap (spin up / spin down) (Eh): 0.3292 / 0.3292
Molecular weight (g mol⁻¹): 112.1
LUMO (spin up / spin down) (eV): -0.41 / -0.41

=====

# 4
This record from OMol25 describes C26H43Cl3LuN3O3Si as an isolated structure at a distorted geometry. The level of theory is ωB97M-V/def2-TZVPD.

XYZ file:
```
80
Properties=species:S:1:pos:R:3:lowdin_charge:R:1
C 1.95105 -1.96916 -4.80097 -0.061
C 1.31067 -0.78448 -4.13829 -0.239
H 2.52682 -1.65833 -5.68227 0.090
H 1.28776 -2.79131 -5.12505 0.093
H 2.64669 -2.43073 -4.10623 0.045
C 0.39960 -0.02277 -4.78309 -0.097
C -0.10907 -0.32121 -6.15065 -0.099
H -0.06473 0.78650 -4.23954 0.089
H -0.70026 -1.23573 -6.21484 0.077
H 0.71261 -0.39538 -6.86904 0.077
H -0.81052 0.44949 -6.50762 0.071
Lu -0.36780 -1.28935 2.66211 0.860
Cl 1.89530 -1.83915 3.57974 -0.101
Cl -1.98669 -3.07829 3.14838 -0.162
C 0.46118 1.54290 2.40017 -0.334
O -0.58364 0.83614 2.53317 -0.251
N 0.36472 2.84336 2.22957 -0.139
C -0.97223 3.40106 2.27685 -0.014
C 1.51392 3.71879 2.31982 -0.024
H 1.44689 1.08506 2.37313 0.090
H -1.68817 2.67045 1.87958 0.088
H -0.99211 4.29618 1.65589 0.093
H -1.26877 3.65105 3.30452 0.087
H 2.41957 3.14430 2.13421 0.101
H 1.57429 4.18037 3.31228 0.091
H 1.41664 4.49099 1.55685 0.084
H -1.85705 -1.72071 -2.58217 0.077
H -2.78642 1.35240 -2.97053 0.085
C -2.84054 -1.45217 -2.19771 -0.029
C -3.45003 0.93655 -2.20206 -0.055
N -2.84756 -0.18247 -1.49475 -0.184
H -3.20479 -2.23966 -1.55366 0.086
C -2.34976 -0.07390 -0.23535 -0.311
O -1.98013 -1.01931 0.47856 -0.115
H -3.72566 1.73951 -1.51718 0.090
H -2.30246 0.97695 0.11587 0.133
H -3.51208 -1.35338 -3.04151 0.087
H -4.34857 0.58889 -2.71688 0.090
O 0.66103 -1.92108 -2.24533 -0.270
C 1.54544 -0.71096 -2.66136 -0.182
C 0.05842 1.12322 -1.71611 -0.093
C 1.35606 0.66791 -1.94773 -0.184
H -0.69917 0.36060 -1.74248 0.079
C -0.26211 2.47288 -1.56256 -0.087
H 2.56118 -1.09123 -2.43282 0.140
C 2.36780 1.59820 -1.53817 -0.027
H -1.28280 2.81478 -1.73487 0.097
C 0.72988 3.36895 -1.25740 -0.128
C 2.03961 2.91949 -1.19805 -0.108
H 3.42892 1.30129 -1.48789 0.117
H 0.49818 4.42745 -1.10143 0.105
H 2.82696 3.64725 -0.93217 0.109
Si 0.63044 -3.40710 -1.38597 0.465
Cl 1.07614 -0.79696 0.79345 0.127
C -1.07284 -4.06436 -1.11159 -0.176
C 1.39369 -4.18340 0.32774 -0.196
C 1.86820 -4.06798 -2.54375 -0.185
H -1.74126 -3.95764 -1.96874 0.017
H -1.56230 -3.59830 -0.24952 0.025
H -1.00856 -5.14155 -0.89361 0.046
H 1.40995 -4.03997 -3.53756 0.023
H 2.22354 -5.06675 -2.33110 0.035
H 2.74028 -3.40279 -2.48171 0.044
H 1.38270 -3.59669 1.27023 -0.056
H 2.45778 -4.48087 0.21785 0.020
H 0.90448 -5.14177 0.59871 0.024
N -0.67188 -0.91786 4.92046 -0.096
C -0.42756 0.35370 5.45940 -0.330
C 0.88416 0.78245 5.63560 -0.056
C 1.14059 2.11404 5.92765 -0.081
C 0.08884 3.03032 5.91445 -0.113
C -1.23471 2.57474 5.83536 -0.102
C -1.49659 1.23453 5.59493 -0.040
H 0.04306 -1.64377 5.08709 0.029
H -1.61520 -1.29562 4.94129 0.040
H 1.71040 0.12847 5.38887 0.064
H 2.14958 2.45994 6.10034 0.105
H 0.29587 4.10333 5.93358 0.101
H -2.05568 3.28866 5.90858 0.107
H -2.52115 0.92099 5.37503 0.123
```

Properties
HOMO-LUMO gap (Eh): 0.3215
Molecular weight (g mol⁻¹): 755.1
LUMO (eV): 0.26

=====

# 5
This record from OMol25 describes a single C7H16NO4P molecule at a distorted geometry. The level of theory is ωB97M-V/def2-TZVPD.

XYZ file:
```
29
Properties=species:S:1:pos:R:3:nbo_charge:R:1
C -3.66514 1.29016 0.64828 -0.278
O -2.47088 0.58824 0.90898 -0.516
C -1.34875 1.17712 0.56785 0.467
O -1.29544 2.24778 0.07383 -0.577
P -0.03200 -0.14955 0.61013 2.237
O 0.37408 -0.34718 2.01153 -1.077
O 1.05784 0.34019 -0.44645 -0.830
C 2.32909 0.92514 -0.24268 0.136
C 2.42480 1.87764 1.05517 -0.655
C 3.27768 -0.26528 -0.31942 -0.640
N -0.74690 -1.40678 -0.26370 -0.772
C -1.52887 -2.41526 0.50166 -0.403
C -1.44527 -0.88038 -1.46716 -0.442
H -3.62035 2.30883 0.73776 0.202
H -4.47949 1.05885 1.41390 0.205
H -3.92150 1.10658 -0.43884 0.187
H 2.46533 1.62753 -1.05974 0.178
H 2.14366 1.38194 2.04031 0.243
H 3.42967 2.31575 1.04351 0.214
H 1.71362 2.65933 0.83117 0.219
H 3.09472 -0.72833 0.68303 0.226
H 4.22188 -0.00188 -0.67428 0.215
H 2.78866 -0.91002 -1.10144 0.221
H -1.27435 -2.44033 1.52788 0.228
H -2.53875 -2.13466 0.44425 0.186
H -1.33602 -3.45277 -0.00182 0.197
H -0.76174 -0.10855 -1.91383 0.233
H -1.52828 -1.64796 -2.25269 0.213
H -2.48061 -0.45074 -1.27908 0.184
```

Properties
HOMO-LUMO gap (Eh): 0.3770
Molecular weight (g mol⁻¹): 209.2
Structure (SMILES): COC(=O)[P@](=O)(OC(C)C)N(C)C
LUMO (eV): 0.81

=====

# 6
This record from OMol25 describes a single C17H25N7 molecule at a distorted geometry. The level of theory is ωB97M-V/def2-TZVPD.

XYZ file:
```
49
Properties=species:S:1:pos:R:3:nbo_charge:R:1
N 0.66822 -4.33764 -0.43192 -0.330
C 0.50722 -3.50309 -1.21931 0.276
C 0.19650 -2.48823 -2.21559 -0.152
C 0.05963 -1.12494 -1.54354 -0.409
C 0.25645 0.01590 -2.55435 -0.206
C 1.72465 -0.10784 -3.07627 -0.057
C 2.30927 -1.51399 -3.14473 -0.234
N 1.19185 -2.48896 -3.28709 -0.619
N 2.47002 0.79568 -2.18972 -0.495
N 1.56747 1.73166 -1.57728 -0.465
C 0.20839 1.45118 -2.00368 -0.099
C -0.86722 1.65216 -0.90808 0.246
C -2.15857 2.18733 -1.23404 -0.273
C -3.07890 2.48303 -0.21489 -0.159
C -2.69896 2.17062 1.06813 -0.263
C -1.42852 1.67570 1.33941 0.409
N -1.06570 1.40811 2.63212 -0.473
C 0.34269 1.61737 2.98706 -0.212
C 1.16993 0.36014 2.66935 -0.415
C 0.58095 -0.87349 3.34330 -0.420
C -0.90378 -0.99234 3.01518 -0.075
N -1.05113 -1.40122 1.59107 -0.889
C -1.70430 0.26352 3.27520 -0.211
N -0.55334 1.40815 0.38054 -0.529
H -0.78954 -2.67974 -2.64897 0.232
H -0.93906 -1.04281 -1.12138 0.238
H 0.78524 -0.99469 -0.72365 0.219
H -0.42194 -0.11389 -3.39941 0.218
H 1.66483 0.24098 -4.11653 0.174
H 3.01625 -1.53235 -3.98608 0.209
H 2.90239 -1.77503 -2.24290 0.182
H 1.59249 -3.40775 -3.47266 0.378
H 3.27770 1.22557 -2.64819 0.364
H 1.62597 1.69303 -0.58085 0.367
H -0.01598 2.14084 -2.82563 0.198
H -2.33865 2.38326 -2.26131 0.212
H -4.03697 2.96724 -0.44887 0.225
H -3.34750 2.36106 1.93907 0.223
H 0.70000 2.49366 2.43421 0.214
H 0.43705 1.85422 4.06752 0.195
H 2.22260 0.55720 2.97864 0.209
H 1.21181 0.17284 1.60027 0.211
H 0.72403 -0.84899 4.44999 0.197
H 1.14558 -1.74532 3.00765 0.218
H -1.34157 -1.81927 3.60549 0.199
H -0.83940 -2.40357 1.48546 0.376
H -0.43017 -0.79221 0.97251 0.378
H -2.75116 0.19535 2.87970 0.223
H -1.79681 0.48160 4.35504 0.197
```

Properties
HOMO-LUMO gap (Eh): 0.3213
Molecular weight (g mol⁻¹): 327.4
Structure (SMILES): N#C[C@H]1C[C@@H]2[C@H](CN1)NN[C@@H]2c1cccc(N2CCC[C@H](N)C2)n1
LUMO (eV): 0.75

=====

# 7
This record from OMol25 describes a single C2H4Cl2O molecule at a distorted geometry. The level of theory is ωB97M-V/def2-TZVPD.

XYZ file:
```
9
Properties=species:S:1:pos:R:3:nbo_charge:R:1
O -0.55408 -1.01837 -1.30118 -0.688
C 0.24060 -0.07856 -0.70774 -0.087
C -0.12209 0.47467 0.74196 -0.220
Cl 1.44744 1.23875 1.30933 -0.052
Cl -0.79770 -0.81998 1.83348 -0.032
H -0.92442 -1.54237 -0.62468 0.471
H 1.22233 -0.42987 -0.59344 0.166
H 0.27571 0.72042 -1.42193 0.195
H -0.78780 1.45530 0.76421 0.246
```

Properties
HOMO-LUMO gap (Eh): 0.4237
Molecular weight (g mol⁻¹): 115.0
Structure (SMILES): OCC(Cl)Cl
LUMO (eV): 0.69

=====

# 8
This record from OMol25 describes C2H8BF4O3Rb as an isolated structure at a distorted geometry. The level of theory is ωB97M-V/def2-TZVPD.

XYZ file:
```
19
Properties=species:S:1:pos:R:3:nbo_charge:R:1
Rb -0.21159 -1.83190 -0.16274 0.982
B -3.44849 -0.13471 -0.96554 1.326
F -3.26292 -1.04926 -2.00533 -0.582
F -4.79214 -0.05109 -0.62127 -0.560
F -2.68175 -0.49742 0.12535 -0.605
F -2.91786 1.06711 -1.37509 -0.572
O 1.62601 -2.24538 -2.27062 -0.963
H 2.18604 -3.00225 -2.09811 0.477
H 1.31297 -2.37747 -3.16549 0.490
C 1.90949 1.25218 0.91314 -0.085
C 0.62414 1.24054 1.78257 -0.096
O 0.34082 -0.11693 2.16367 -0.757
O 1.73312 0.73823 -0.39761 -0.744
H 2.63986 0.56123 1.33414 0.167
H 2.34347 2.24671 1.01643 0.176
H -0.25360 1.66735 1.29728 0.203
H 0.78764 1.83473 2.68163 0.176
H -0.47259 -0.05100 2.66926 0.482
H 2.53735 0.74924 -0.92171 0.484
```

Properties
HOMO-LUMO gap (Eh): 0.3606
Molecular weight (g mol⁻¹): 252.4
LUMO (eV): -0.80